[1]
Here is a molecular structure, C53H40F6N2O5P2RuS6Si at a distorted geometry from the OMol25 dataset. Energies are from the ωB97M-V functional and the def2-TZVPD basis.

The value obtained for the strongest force on any atom is 3.282 eV/Å. Its net charge is -1. As for the spin multiplicity: 2. The energy relative to the best compared isomer or geometry (same formula, charge and spin) comes out at 2.104 eV. For the HOMO-LUMO gap (spin up / spin down), the calculation gives 6.87 / 6.64 eV. The HOMO energy (spin up / spin down) is -5.321 / -5.310 eV.

Atoms and positions in Å:
Ru: 0.377 -0.193 -0.454
C: 3.011 -2.703 0.938
Si: 1.801 -1.230 1.349
C: 3.058 0.090 1.998
C: 3.974 -0.254 2.985
C: 4.960 0.622 3.401
C: 5.039 1.883 2.834
C: 4.137 2.251 1.853
C: 3.155 1.357 1.419
P: 1.943 1.905 0.144
C: 2.906 2.000 -1.421
C: 4.291 2.134 -1.442
C: 4.992 2.184 -2.631
C: 4.314 2.103 -3.837
C: 2.941 1.960 -3.841
C: 2.229 1.888 -2.644
C: 1.874 3.659 0.657
C: 1.287 3.889 1.900
C: 1.158 5.171 2.388
C: 1.619 6.244 1.641
C: 2.212 6.022 0.408
C: 2.334 4.737 -0.091
C: 0.707 -1.982 2.746
C: 1.256 -2.736 3.775
C: 0.463 -3.463 4.645
C: -0.910 -3.486 4.463
C: -1.480 -2.740 3.448
C: -0.685 -1.971 2.603
P: -1.440 -0.837 1.387
C: -3.127 -1.462 1.141
C: -3.328 -2.790 0.762
C: -4.561 -3.219 0.314
C: -5.619 -2.328 0.228
C: -5.441 -1.017 0.645
C: -4.210 -0.583 1.100
C: -1.779 0.581 2.523
C: -1.462 1.857 2.078
C: -1.773 2.978 2.827
C: -2.370 2.831 4.066
C: -2.668 1.559 4.535
C: -2.386 0.443 3.768
H: 2.953 -3.468 1.706
H: 4.038 -2.355 0.871
H: 2.759 -3.175 -0.006
H: 3.912 -1.232 3.438
H: 5.662 0.328 4.172
H: 5.799 2.582 3.155
H: 4.189 3.247 1.436
H: 4.836 2.179 -0.510
H: 6.069 2.259 -2.612
H: 4.855 2.121 -4.772
H: 2.380 1.888 -4.759
H: 0.432 1.657 -1.904
H: 0.938 3.045 2.479
H: 0.696 5.339 3.351
H: 1.518 7.251 2.019
H: 2.584 6.858 -0.169
H: 2.794 4.573 -1.055
H: 2.327 -2.760 3.901
H: 0.915 -4.028 5.449
H: -1.535 -4.092 5.106
H: -2.552 -2.778 3.295
H: -2.502 -3.478 0.827
H: -4.695 -4.254 0.028
H: -6.577 -2.660 -0.151
H: -6.274 -0.329 0.615
H: -4.087 0.432 1.450
H: -0.990 1.985 1.113
H: -1.562 3.954 2.421
H: -2.608 3.700 4.663
H: -3.139 1.441 5.502
H: -2.639 -0.542 4.135
F: 0.405 4.216 -2.146
C: -0.027 4.423 -3.404
F: -0.683 5.580 -3.426
F: 1.083 4.576 -4.156
S: -1.172 2.939 -3.938
O: 0.897 1.688 -2.767
O: -1.737 3.412 -5.184
N: -2.250 3.274 -2.763
S: -2.029 2.861 -1.291
O: -1.317 1.595 -1.103
O: -1.678 3.899 -0.373
C: -3.819 2.488 -0.810
F: -4.205 1.277 -1.218
F: -3.977 2.548 0.517
F: -4.671 3.370 -1.333
O: -0.728 -2.248 -0.471
C: -1.001 -3.123 -1.494
C: -2.246 -2.690 -2.249
C: -2.713 -1.415 -2.331
C: -3.758 -1.260 -3.271
C: -4.057 -2.416 -3.911
S: -3.074 -3.724 -3.366
C: -1.055 -4.517 -0.916
C: -1.565 -5.694 -1.368
C: -1.267 -6.779 -0.512
C: -0.527 -6.407 0.563
S: -0.182 -4.718 0.567
C: 0.102 -3.093 -2.543
C: 0.295 -2.144 -3.502
C: 1.419 -2.411 -4.317
C: 2.067 -3.546 -3.958
S: 1.325 -4.314 -2.610
H: -2.318 -0.600 -1.739
H: -4.240 -0.318 -3.469
H: -4.795 -2.600 -4.666
H: -2.129 -5.806 -2.277
H: -1.594 -7.787 -0.703
H: -0.155 -7.022 1.361
H: -0.347 -1.287 -3.632
H: 1.726 -1.772 -5.126
H: 2.944 -3.984 -4.389
S: 4.635 -1.551 -2.261
C: 3.118 -1.147 -2.004
N: 2.007 -0.812 -1.812

[2]
Here is a molecular structure, C53H40N12SiTi from the OMol25 dataset. Energies are from the ωB97M-V functional and the def2-TZVPD basis.

The value obtained for the strongest force on any atom is 0.488 eV/Å. Its net charge is 0. As for the spin multiplicity: 1. For the HOMO-LUMO gap (spin up / spin down), the calculation gives 4.94 / 4.94 eV. The HOMO energy (spin up / spin down) is -6.524 / -6.509 eV.

Atoms and positions in Å:
Ti: 1.024 -0.653 0.268
C: 0.422 -7.131 -0.473
C: 1.678 -7.041 -1.076
C: 2.366 -5.838 -1.116
C: 1.753 -4.737 -0.540
C: 2.204 -3.343 -0.428
N: 1.259 -2.613 0.206
C: 0.128 -3.465 0.582
N: -0.170 -3.470 1.981
C: -0.236 -2.333 2.564
C: -0.708 -2.177 3.951
C: -1.108 -3.113 4.886
C: -1.541 -2.633 6.114
C: -1.570 -1.263 6.386
C: -1.163 -0.332 5.441
C: -0.737 -0.823 4.218
C: -0.216 -0.134 3.030
N: -0.050 1.144 3.003
C: 0.665 1.750 2.036
N: 1.434 1.117 1.108
C: 2.263 2.068 0.508
N: 3.322 1.800 -0.226
C: 3.685 0.583 -0.545
N: 2.949 -0.599 -0.352
C: 3.698 -1.640 -0.812
N: 3.349 -2.934 -0.893
C: 4.956 -1.150 -1.302
C: 6.056 -1.812 -1.855
C: 7.126 -1.045 -2.251
C: 7.110 0.357 -2.102
C: 6.031 1.014 -1.553
C: 4.941 0.238 -1.151
C: 1.892 3.359 1.002
C: 2.370 4.645 0.724
C: 1.817 5.695 1.418
C: 0.812 5.491 2.391
C: 0.350 4.232 2.683
C: 0.894 3.157 1.966
N: 0.045 -1.067 2.039
C: 0.513 -4.827 0.055
C: -0.180 -6.021 0.106
H: -0.090 -8.084 -0.454
H: 2.119 -7.926 -1.515
H: 3.340 -5.748 -1.577
H: -1.085 -4.170 4.661
H: -1.864 -3.329 6.877
H: -1.915 -0.925 7.354
H: -1.175 0.731 5.640
H: 6.053 -2.888 -1.965
H: 7.998 -1.518 -2.683
H: 7.970 0.928 -2.427
H: 6.020 2.088 -1.434
H: 3.146 4.797 -0.013
H: 2.159 6.703 1.222
H: 0.409 6.348 2.915
H: -0.412 4.067 3.432
H: -1.147 -6.099 0.586
C: 0.214 -0.457 -1.633
Si: -1.069 0.829 -2.030
C: -2.499 0.497 -0.852
N: -2.187 0.677 0.564
C: -3.061 -0.138 1.429
C: -4.393 0.544 1.707
C: -4.149 1.797 2.563
C: -2.732 2.343 2.334
C: -2.285 2.111 0.899
C: -0.358 2.560 -2.004
C: 1.004 2.757 -2.237
C: 1.545 4.032 -2.330
C: 0.725 5.140 -2.192
C: -0.634 4.970 -1.962
C: -1.165 3.693 -1.874
C: -1.755 0.506 -3.752
C: -2.312 -0.739 -4.059
C: -2.839 -1.008 -5.312
C: -2.816 -0.027 -6.295
C: -2.267 1.214 -6.015
C: -1.744 1.475 -4.755
H: 1.092 -0.378 -2.285
H: -0.253 -1.424 -1.854
H: -2.707 -0.565 -1.033
H: -3.414 1.032 -1.157
H: -2.550 -0.333 2.377
H: -3.197 -1.105 0.946
H: -5.083 -0.145 2.196
H: -4.854 0.814 0.753
H: -4.277 1.557 3.621
H: -4.892 2.563 2.326
H: -2.025 1.869 3.016
H: -2.692 3.415 2.541
H: -1.328 2.599 0.697
H: -3.026 2.590 0.237
H: 1.667 1.906 -2.344
H: 2.607 4.154 -2.500
H: 1.142 6.137 -2.259
H: -1.278 5.833 -1.851
H: -2.230 3.580 -1.700
H: -2.334 -1.526 -3.310
H: -3.265 -1.980 -5.525
H: -3.225 -0.232 -7.276
H: -2.244 1.981 -6.779
H: -1.316 2.451 -4.555
N: -1.083 -2.964 -0.123
C: -2.203 -3.386 -0.120
N: -3.356 -3.781 -0.288
C: -4.437 -3.525 0.434
N: -5.419 -3.345 1.009

[3]
Here is a molecular structure, C53H41BrF4N7PSbTi at a distorted geometry from the OMol25 dataset. Energies are from the ωB97M-V functional and the def2-TZVPD basis.

The value obtained for the strongest force on any atom is 1.193 eV/Å. Its net charge is +2. As for the spin multiplicity: 2. For the HOMO-LUMO gap (spin up / spin down), the calculation gives 6.23 / 5.38 eV. The HOMO energy (spin up / spin down) is -12.429 / -12.428 eV.

Atoms and positions in Å:
Ti: 1.191 -0.028 -0.140
C: 3.609 -3.819 3.238
C: 2.462 -3.343 3.857
C: 1.778 -2.252 3.344
C: 2.251 -1.578 2.218
C: 3.389 -2.081 1.588
C: 4.054 -3.192 2.085
N: 1.586 -0.416 1.668
C: 1.306 0.701 2.506
C: 0.894 0.711 3.838
C: 0.570 1.907 4.455
C: 0.651 3.117 3.778
C: 1.117 3.137 2.478
C: 1.472 1.944 1.875
N: 1.934 1.859 0.506
N: 1.564 2.936 -0.347
C: 0.426 2.621 -0.933
C: -0.222 3.591 -1.751
C: -1.428 3.295 -2.296
C: -2.051 2.041 -2.025
C: -1.396 1.131 -1.280
N: -0.130 1.353 -0.768
H: 4.141 -4.671 3.641
H: 2.082 -3.829 4.748
H: 0.834 -1.990 3.795
H: 3.772 -1.599 0.707
H: 4.935 -3.557 1.568
H: 0.804 -0.195 4.408
H: 0.237 1.889 5.485
H: 0.366 4.041 4.263
H: 1.219 4.065 1.931
H: 0.274 4.542 -1.884
H: -1.945 4.023 -2.910
H: -3.028 1.814 -2.427
H: -1.840 0.175 -1.043
C: 0.310 -3.281 0.474
C: 1.218 -3.035 -0.691
C: 1.812 -4.112 -1.330
C: 2.530 -3.922 -2.491
C: 2.578 -2.651 -3.058
C: 1.985 -1.605 -2.393
N: 1.374 -1.779 -1.188
Sb: 1.600 0.331 -3.340
C: -0.379 -0.405 -3.913
C: -0.996 0.107 -5.048
C: -2.247 -0.386 -5.390
C: -2.815 -1.380 -4.616
C: -2.123 -1.857 -3.506
C: -2.665 -2.972 -2.660
N: -0.930 -1.352 -3.157
C: 3.244 0.426 -0.573
C: 4.456 -0.005 -1.072
C: 5.627 0.616 -0.663
C: 5.590 1.684 0.225
C: 4.384 2.164 0.690
C: 4.253 3.356 1.573
N: 3.289 1.489 0.261
H: -0.500 -3.938 0.153
H: -0.138 -2.369 0.856
H: 0.836 -3.788 1.281
H: 1.691 -5.102 -0.907
H: 3.003 -4.763 -2.984
H: 3.055 -2.484 -4.014
H: -0.517 0.874 -5.644
H: -2.769 -0.001 -6.258
H: -3.787 -1.789 -4.863
H: -2.814 -2.635 -1.632
H: -1.953 -3.800 -2.654
H: -3.617 -3.332 -3.046
H: 4.489 -0.836 -1.761
H: 6.582 0.266 -1.036
H: 6.500 2.179 0.536
H: 5.225 3.824 1.705
H: 3.868 3.078 2.554
H: 3.568 4.081 1.131
F: -5.808 -3.116 5.768
C: -5.373 -2.494 4.689
C: -6.261 -2.016 3.750
F: -7.561 -2.168 3.935
C: -5.797 -1.361 2.622
F: -6.731 -0.872 1.806
C: -4.443 -1.181 2.367
P: -3.698 -0.344 0.890
C: -4.955 -0.507 -0.430
C: -5.318 0.572 -1.233
C: -6.169 0.387 -2.317
C: -6.660 -0.877 -2.610
C: -6.284 -1.962 -1.827
C: -5.423 -1.781 -0.757
C: -3.864 1.386 1.497
C: -2.704 2.081 1.830
C: -2.779 3.372 2.340
C: -4.014 3.975 2.525
C: -5.176 3.289 2.192
C: -5.104 1.999 1.685
C: -3.567 -1.664 3.352
Br: -1.696 -1.442 3.198
C: -4.018 -2.301 4.493
F: -3.167 -2.744 5.413
H: -4.963 1.567 -0.993
H: -6.457 1.235 -2.927
H: -7.335 -1.017 -3.446
H: -6.669 -2.949 -2.048
H: -5.130 -2.634 -0.154
H: -1.739 1.608 1.706
H: -1.872 3.906 2.599
H: -4.074 4.976 2.932
H: -6.143 3.759 2.329
H: -6.015 1.472 1.432

[4]
Here is a molecular structure, C53H41N10NdPSeSi at a distorted geometry from the OMol25 dataset. Energies are from the ωB97M-V functional and the def2-TZVPD basis.

The value obtained for the strongest force on any atom is 1.732 eV/Å. Its net charge is +1. As for the spin multiplicity: 4. The energy relative to the best compared isomer or geometry (same formula, charge and spin) comes out at 6.763 eV. For the HOMO-LUMO gap (spin up / spin down), the calculation gives 4.88 / 4.89 eV. The HOMO energy (spin up / spin down) is -8.475 / -8.480 eV.

Atoms and positions in Å:
Nd: 0.239 -0.722 -1.019
C: 1.098 -2.961 4.011
C: 0.428 -2.649 2.865
N: 0.554 -1.421 2.262
C: 1.539 -0.574 2.674
C: 2.170 -0.965 3.869
N: 1.924 -2.063 4.552
C: 2.139 0.512 1.899
C: 2.785 1.530 2.590
C: 3.563 2.471 1.910
C: 3.543 2.393 0.524
C: 2.715 1.472 -0.116
N: 2.086 0.468 0.545
C: 2.314 1.745 -1.486
C: 2.913 2.717 -2.543
N: 3.649 2.079 -3.552
C: 3.047 1.012 -4.029
C: 1.896 0.455 -3.499
N: 1.452 0.808 -2.191
C: 4.299 3.524 2.620
C: 4.513 3.472 3.999
C: 5.194 4.510 4.614
N: 5.678 5.552 3.963
C: 5.496 5.602 2.656
C: 4.812 4.632 1.943
H: 0.983 -3.900 4.526
H: -0.062 -3.944 1.254
H: 2.948 -0.347 4.291
H: 2.656 1.607 3.656
H: 4.102 3.079 -0.087
H: 3.460 3.563 -2.129
H: 3.502 0.565 -4.902
H: 1.324 -0.312 -4.013
H: 4.170 2.639 4.591
H: 5.373 4.495 5.681
H: 5.926 6.457 2.152
H: 4.679 4.757 0.881
C: -3.375 -1.539 -0.909
C: -2.254 -1.932 -0.238
C: -1.672 -1.041 0.864
C: -1.712 0.376 0.237
C: -2.875 0.743 -0.447
C: -3.774 -0.190 -0.931
P: -0.464 1.631 0.628
C: -1.291 2.897 1.661
C: -2.574 2.763 2.176
C: -3.049 3.687 3.092
C: -2.243 4.726 3.522
C: -0.948 4.844 3.039
C: -0.471 3.930 2.122
C: -0.186 2.549 -0.964
C: -0.661 3.820 -1.112
C: -0.107 4.779 -2.021
C: 0.920 4.491 -2.840
C: 1.419 3.112 -2.955
C: 0.900 2.171 -1.879
H: -3.911 -2.250 -1.525
H: -1.956 -2.976 -0.248
H: -2.313 -1.053 1.770
H: -3.033 1.793 -0.672
H: -4.688 0.106 -1.416
H: -3.202 1.944 1.856
H: -4.054 3.593 3.476
H: -2.615 5.436 4.243
H: -0.313 5.645 3.386
H: 0.541 4.010 1.743
H: -1.436 4.167 -0.445
H: -0.516 5.777 -1.988
H: 1.362 5.238 -3.481
H: 1.237 2.723 -3.969
Se: -2.986 -5.521 -6.607
N: -3.376 -3.925 -5.983
C: -2.429 -3.544 -5.144
C: -2.384 -2.275 -4.478
C: -3.341 -1.282 -4.709
C: -3.184 -0.052 -4.106
C: -2.086 0.153 -3.276
N: -1.183 -0.785 -2.997
C: -1.313 -2.003 -3.596
C: -0.303 -3.000 -3.338
N: 0.651 -2.738 -2.400
C: 1.632 -3.622 -2.237
C: 1.749 -4.800 -2.966
C: 0.759 -5.113 -3.878
C: -0.297 -4.222 -4.061
C: -1.378 -4.494 -4.962
N: -1.507 -5.606 -5.663
H: -4.159 -1.496 -5.378
H: -3.881 0.751 -4.280
H: -1.898 1.136 -2.853
H: 2.378 -3.373 -1.486
H: 2.595 -5.450 -2.812
H: 0.781 -6.022 -4.458
C: -1.401 -5.582 3.327
Si: -2.112 -3.952 2.639
C: -3.448 -4.447 1.379
C: -2.834 -2.814 3.977
C: -0.520 -3.142 1.843
C: -0.328 -1.746 1.187
H: -2.197 -6.189 3.745
H: -0.668 -5.434 4.111
H: -0.929 -6.173 2.546
H: -4.142 -5.127 1.866
H: -3.040 -4.972 0.519
H: -4.022 -3.601 1.017
H: -3.436 -3.396 4.668
H: -3.486 -2.057 3.550
H: -2.069 -2.307 4.558

- What is the formula in the third record?
  C53H41BrF4N7PSbTi

- Which value of net charge does entry 1 give?
  -1

- net charge of number 1 (C53H40F6N2O5P2RuS6Si)?
  -1

- strongest force on any atom of number 4 (C53H41N10NdPSeSi)?
  1.732 eV/Å